{"formula": "C4H6N2O", "method": "ωB97M-V/def2-TZVPD", "de_lowest_kj_mol": 94.5, "gap_ev": 8.246, "smiles": "Nc1ccc(O)[nH]1", "energy_ha": -340.758902, "e_homo_ha": -0.271, "lumo_energy_ev": 0.87, "elements": ["N", "C", "C", "C", "C", "O", "N", "H", "H", "H", "H", "H", "H"], "xyz": [[-2.23575, -0.54134, 0.21426], [-0.91171, -0.04200, 0.27398], [-0.34909, 1.19331, 0.10417], [1.06015, 1.00422, -0.10069], [1.28386, -0.34496, -0.02959], [2.38146, -1.12576, -0.21032], [0.10594, -0.97606, 0.23331], [-2.45182, -0.67950, -0.76905], [-2.90481, 0.13039, 0.56981], [-0.88716, 2.13362, 0.06765], [1.78465, 1.75749, -0.38017], [3.13691, -0.54468, -0.35573], [-0.01262, -1.96473, 0.38237]]}

***

{"formula": "C9H15N2", "method": "ωB97M-V/def2-TZVPD", "de_lowest_kj_mol": 244.0, "gap_ev": 8.468, "smiles": "CC(C)(C)C#CC(=[NH2+])/C=C\\N", "energy_ha": -461.106898, "total_charge": 1, "e_homo_ha": -0.481, "lumo_energy_ev": -4.63, "elements": ["C", "C", "C", "C", "C", "C", "C", "N", "C", "C", "N", "H", "H", "H", "H", "H", "H", "H", "H", "H", "H", "H", "H", "H", "H", "H"], "xyz": [[3.00647, 1.14285, -0.27576], [1.82756, 0.22745, -0.06261], [1.72614, -0.88421, -1.11130], [1.97961, -0.48367, 1.28533], [0.52425, 0.71703, 0.14199], [-0.71343, 0.61461, 0.19802], [-2.11149, 1.00583, 0.33367], [-2.32970, 2.08213, 1.20956], [-3.17388, 0.28942, -0.20351], [-3.17332, -1.03155, -0.63169], [-2.13732, -1.77121, -0.89237], [3.17056, 1.80936, 0.62949], [3.84981, 0.39319, -0.44082], [2.92906, 1.62283, -1.28103], [0.66065, -1.13174, -1.26665], [2.09693, -0.49327, -2.03252], [2.28594, -1.73960, -0.75209], [2.94074, -0.97539, 1.30733], [1.88672, 0.26266, 2.02070], [1.20029, -1.26081, 1.41547], [-3.24640, 2.38257, 1.36175], [-1.52881, 2.44946, 1.60738], [-4.25142, 0.60636, -0.02211], [-4.06809, -1.46381, -1.03318], [-1.25046, -1.53467, -0.54092], [-2.10041, -2.83581, -0.96412]]}